No. 1
Below is a structure of composition C25H18N3O3Ru in a non-equilibrium geometry, with properties calculated with ωB97M-V with the def2-TZVPD basis set.

Results
* HOMO (spin up / spin down): -7.71 / -7.67 eV
* F_max: 2.09 eV/Å
* energy: -39411.21135 eV
* spin multiplicity: 2
* molecular weight: 509.51 Da

The geometry in XYZ format:
```
50
Properties=species:S:1:pos:R:3:forces:R:3:lowdin_charge:R:1
H 3.854 -0.604 2.492 0.0 0.0 -0.1 0.12
C 2.350 0.765 -0.264 0.4 -0.2 0.0 -0.36
H -3.307 -6.959 -2.381 0.0 0.0 0.0 0.10
C -1.501 -6.100 -1.645 0.0 0.0 0.0 -0.01
C -5.000 1.899 -0.200 0.0 0.1 0.0 -0.05
N 0.623 -1.301 0.336 -0.4 0.0 0.1 -0.13
H -0.927 -7.015 -1.709 0.0 0.0 0.0 0.12
C 0.663 2.154 2.014 -0.1 -0.1 0.1 -0.08
C -4.582 1.185 -1.314 0.0 0.0 -0.1 -0.05
O 0.427 -5.063 -0.810 0.0 0.0 0.0 0.06
C -4.054 2.366 0.692 0.0 0.1 0.0 0.00
H 1.591 1.603 1.997 0.0 0.0 0.0 0.08
C 4.531 1.743 0.151 0.1 -0.1 0.2 -0.07
C -0.967 -2.503 -0.603 -0.3 0.1 0.1 -0.40
H -4.592 -4.840 -2.237 0.0 0.0 0.0 0.10
H 1.893 -1.953 1.802 0.4 -0.3 -0.5 0.14
H -4.343 2.928 1.569 0.0 0.0 0.0 0.11
C -1.583 -3.751 -1.086 -0.1 0.1 0.0 -0.08
H -0.616 4.956 3.441 0.0 0.0 0.0 0.10
N -2.320 1.340 -0.581 -0.2 0.2 0.1 -0.03
O 1.256 0.756 -0.987 -0.9 0.6 0.4 -0.17
H 1.483 3.649 3.310 0.0 0.0 0.0 0.10
H 3.262 2.252 -1.501 0.0 0.0 0.0 0.12
C -2.925 -3.731 -1.476 0.0 0.0 0.0 -0.03
C -0.864 -4.955 -1.167 0.0 0.0 0.0 -0.27
C -2.827 -6.056 -2.024 0.0 0.0 0.0 -0.08
C -3.552 -4.869 -1.940 0.0 0.0 0.0 -0.09
C -1.683 3.630 2.139 -0.1 0.0 0.0 -0.04
C 2.578 -0.102 0.837 -0.1 0.4 0.3 -0.20
N 0.178 -2.563 0.014 -0.1 0.1 0.6 0.08
H -6.052 2.085 -0.028 0.0 0.0 0.0 0.11
H -2.596 4.213 2.172 0.0 0.0 0.0 0.11
C -2.713 2.078 0.475 0.0 0.1 0.1 -0.22
H 5.583 1.070 1.922 0.0 0.0 0.0 0.10
H 0.701 -4.210 -0.406 0.0 0.0 0.0 0.07
H -3.461 -2.795 -1.391 0.0 0.0 0.0 0.11
C 0.601 3.314 2.778 0.0 -0.1 0.0 -0.07
O -1.581 -1.370 -0.816 0.0 0.0 0.2 -0.18
H -2.858 0.375 -2.313 0.0 -0.1 0.1 0.12
C 3.401 1.643 -0.617 -0.3 0.0 -0.1 -0.01
C -1.605 2.491 1.346 0.1 0.0 0.2 -0.20
H -5.286 0.819 -2.047 0.0 0.0 0.0 0.11
Ru -0.558 0.275 -0.179 1.5 -0.8 -1.3 1.35
C 3.738 0.038 1.625 -0.1 -0.1 0.0 -0.05
C -0.430 1.716 1.272 -0.2 0.0 -0.5 -0.16
C 4.701 0.957 1.306 0.1 0.2 -0.1 -0.09
H 5.308 2.443 -0.135 0.0 0.0 0.0 0.10
C -0.573 4.049 2.853 0.0 0.1 0.0 -0.09
C 1.676 -1.180 1.065 0.2 -0.2 0.2 -0.05
C -3.236 0.930 -1.467 0.1 0.0 -0.2 -0.11
```
Forces are in eV/Å.

---

No. 2
Below is a structure of composition C32H52ClEuO3PS in a non-equilibrium geometry, with properties calculated with ωB97M-V with the def2-TZVPD basis set.

Results
* HOMO (spin up / spin down): 0.28 / -3.19 eV
* F_max: 4.34 eV/Å
* energy: -92145.77099 eV
* spin multiplicity: 7
* molecular weight: 735.22 Da
* net charge: -1

The geometry in XYZ format:
```
91
Properties=species:S:1:pos:R:3:forces:R:3:lowdin_charge:R:1
C 1.070 -0.798 6.760 -0.1 -0.4 0.8 -0.11
H 4.451 -0.766 -2.900 0.0 0.1 0.1 0.11
H -0.122 -3.873 -3.971 -0.1 0.1 0.1 0.11
H 1.471 1.530 -3.747 0.1 -0.2 0.2 0.09
H -1.772 -0.587 -0.030 0.8 0.2 0.0 -0.03
H 0.742 -2.827 -0.056 -0.4 -0.3 -0.2 0.08
H -0.678 1.111 9.983 0.0 0.0 0.1 0.06
H -0.517 2.790 -4.096 0.1 0.1 0.1 0.10
P -0.332 0.575 -1.627 -1.0 0.7 1.0 0.97
O -0.031 -0.367 3.272 0.7 -0.2 -0.7 -0.50
C -1.062 0.248 -0.058 0.3 -0.2 -0.6 -0.34
C 0.542 1.915 7.070 0.0 -0.6 -0.2 -0.09
H -1.361 0.927 -4.420 0.1 -0.3 0.0 0.08
C 4.380 0.197 -2.374 -0.1 -0.1 0.0 -0.20
H 0.966 -1.824 -3.267 -0.2 0.0 0.0 0.10
H -2.991 1.399 -1.607 0.2 0.1 -0.1 0.11
H -1.707 -3.279 -3.488 0.1 0.1 0.0 0.12
H -1.648 -2.522 -0.658 0.2 0.1 0.4 0.07
H 0.795 2.056 4.931 0.0 0.0 0.2 0.06
Cl 0.934 3.555 0.561 0.1 0.9 -0.4 -0.29
H 1.900 -0.177 -3.644 0.0 0.2 0.1 0.09
C -2.548 4.540 -3.052 0.0 0.0 0.0 -0.21
C 2.038 0.797 -3.156 0.0 0.1 0.0 -0.21
C 0.216 1.596 9.566 0.2 -0.1 -0.2 -0.11
H 1.706 1.698 -1.201 0.0 -0.3 -0.3 0.05
H -1.514 -0.608 -6.373 -0.1 0.0 0.2 0.11
H -0.604 5.239 -3.719 -0.1 -0.1 0.2 0.11
C 3.823 -0.046 -0.962 0.0 0.1 0.1 -0.19
H -2.845 4.375 -4.096 0.0 -0.1 0.0 0.11
S 1.244 -0.666 4.014 -1.0 1.9 3.8 0.46
H 1.048 -3.215 2.469 -0.1 -0.1 -0.3 0.08
H -1.246 -5.172 2.359 0.0 0.0 0.1 0.10
C 0.521 1.080 8.192 -0.2 1.7 0.1 -0.36
H 0.941 -4.727 1.577 -0.1 0.2 -0.1 0.11
C -1.908 -3.163 2.779 0.2 0.3 -0.1 -0.19
H -2.634 -1.062 -5.090 0.1 0.0 0.0 0.12
H 0.709 3.274 -2.895 -0.3 0.0 0.0 0.10
H 0.841 -0.923 8.892 0.0 -0.1 0.0 0.08
H 4.004 0.847 -0.345 -0.1 -0.1 -0.1 0.12
C -1.357 -2.842 0.350 0.9 0.0 -0.2 -0.15
C 0.371 -3.828 1.857 0.0 0.2 1.0 -0.20
H -4.270 3.386 -2.382 0.1 0.1 0.0 0.11
C -0.079 -1.960 -2.959 0.1 -0.2 0.1 -0.20
H -3.027 -1.933 1.407 0.3 -0.1 -0.3 0.11
H 4.368 -0.870 -0.486 0.0 0.2 0.0 0.12
H -0.471 -4.428 3.769 0.0 0.0 -0.2 0.11
C 2.322 -0.371 -0.946 -0.1 -0.1 -0.1 -0.22
C -0.741 -2.967 -3.912 -0.2 0.0 0.0 -0.19
H -3.197 -3.642 1.078 0.1 0.1 0.1 0.11
C -0.824 -0.612 -2.959 -0.4 -0.3 0.1 -0.35
H -1.611 -3.103 -5.885 0.1 0.1 0.0 0.11
H -1.868 -0.823 -2.669 0.1 0.0 -0.1 0.12
H -1.470 -2.233 3.178 -0.1 -0.3 -0.1 0.10
H -2.941 5.519 -2.768 0.0 0.0 -0.1 0.10
H 1.296 -1.862 6.626 -0.1 0.4 0.1 0.10
C -0.863 -0.048 -4.391 0.1 0.2 -0.2 -0.20
C -2.458 -2.875 1.369 -0.1 -0.8 0.4 -0.20
C -0.064 -3.110 0.628 -1.0 -0.1 -0.4 -0.10
O 1.553 -2.060 4.178 0.2 -0.5 -0.6 -0.33
C 1.027 0.031 5.638 0.6 -2.1 -1.7 -0.36
H 0.356 2.977 7.198 0.0 0.0 -0.1 0.09
H 2.156 -1.338 -1.448 0.0 0.2 0.2 0.10
H 5.403 0.587 -2.304 -0.1 -0.1 0.0 0.11
C -1.018 4.571 -2.950 0.2 -0.1 0.2 -0.19
Eu 1.005 1.180 1.656 -0.6 -0.9 0.6 1.26
H 1.983 -0.539 0.101 0.1 0.0 -0.6 0.06
H -3.106 3.785 -1.105 -0.1 0.0 -0.2 0.12
C 3.521 1.153 -3.212 0.2 0.0 0.2 -0.19
H 1.054 1.377 10.244 -0.1 0.1 0.1 0.06
H -0.003 -2.403 -5.860 0.0 0.1 0.1 0.11
C -0.820 -4.239 2.748 0.0 0.0 -0.2 -0.19
H -0.726 4.983 -1.969 -0.1 -0.1 -0.3 0.11
H 3.664 2.180 -2.854 -0.1 -0.1 0.0 0.12
C -1.026 2.245 -2.041 0.5 0.0 0.0 -0.41
C 0.788 1.398 5.799 -0.4 2.0 0.1 -0.15
H -0.045 -2.387 -1.948 0.0 0.1 -0.3 0.07
H 0.042 2.674 9.551 0.0 0.0 0.1 0.06
C 0.818 -0.276 8.022 0.3 -1.6 -0.8 -0.11
C -2.532 2.109 -2.306 0.0 0.2 0.0 -0.21
O 2.306 0.178 3.375 0.3 -0.4 -0.9 -0.53
C -0.371 3.174 -3.075 -0.2 0.3 0.1 -0.20
H -1.483 1.066 0.565 0.3 0.0 -1.0 0.00
H -2.685 1.729 -3.325 -0.1 0.1 0.2 0.10
H -2.725 -3.464 3.445 0.1 0.1 -0.1 0.11
H 0.153 0.124 -4.762 -0.1 -0.1 0.1 0.10
C -1.568 -1.009 -5.353 -0.1 -0.1 0.2 -0.19
H -0.876 2.746 -1.063 -0.1 -0.2 -0.3 0.04
C 1.525 0.719 -1.702 -0.2 0.2 0.2 -0.39
H 3.857 1.125 -4.256 0.0 0.1 0.1 0.11
C -0.963 -2.418 -5.328 0.1 0.0 0.0 -0.20
C -3.201 3.478 -2.158 0.2 0.0 0.1 -0.19
```
Forces are in eV/Å.

---

No. 3
Below is a cluster of 2 separate species, C4H9N4O in total in a non-equilibrium geometry, with properties calculated with ωB97M-V with the def2-TZVPD basis set.

Results
* HOMO: -13.73 eV
* F_max: 5.37 eV/Å
* energy above the lowest of the compared OMol25 structures with the same formula, charge and spin: 0.00 kcal/mol
* energy: -12295.62184 eV
* molecular weight: 129.14 Da
* net charge: +1

The geometry in XYZ format:
```
18
Properties=species:S:1:pos:R:3:forces:R:3:lowdin_charge:R:1
N 0.031 -1.346 0.204 0.7 -2.1 2.9 0.18
H 2.126 1.840 1.015 -0.6 -1.4 -0.8 0.08
C 0.646 -1.101 -1.060 -1.2 -0.5 0.4 -0.50
C -1.003 0.720 -1.253 1.1 -0.5 3.5 -0.03
O 1.517 -1.790 -1.492 0.0 0.5 0.1 0.15
H -1.194 1.718 -1.650 -0.3 -0.8 -0.9 0.15
N -1.330 -0.848 2.078 2.5 -1.2 -2.7 0.21
N -0.037 -0.102 -1.752 -0.1 1.3 -2.0 0.13
C -0.894 -0.562 0.833 -0.2 0.1 -1.1 -0.31
H -2.060 -0.213 2.355 -0.2 -0.8 1.2 0.13
H -0.862 -1.743 2.402 -1.8 1.9 0.8 0.17
H 1.631 1.951 -0.455 0.3 -1.0 -0.2 0.05
H 0.238 0.102 -2.734 0.2 -0.6 1.2 0.20
H -2.248 1.146 0.386 0.4 -0.1 0.4 0.12
N 1.811 1.197 0.228 -2.6 4.1 2.3 0.05
C -1.420 0.521 0.059 -0.4 0.1 -1.4 0.00
H 0.454 -2.195 0.821 -1.0 2.7 -2.4 0.25
H 2.592 0.705 0.013 3.0 -1.7 -1.3 -0.02
```
Forces are in eV/Å.